Record 1
Computed, not measured: one molecule with the formula C3H3NO2 at a distorted geometry, with wB97M-V/def2-TZVPD.

Output
relative energy (zero: lowest compared OMol25 entry of this formula, charge and spin): 176.8 kJ/mol
highest occupied orbital energy: -9.286 eV
Kohn-Sham gap: 10.172 eV

```
9
Properties=species:S:1:pos:R:3:forces:R:3
O -0.517 -0.847 1.739 0.0 0.4 0.2
O 0.409 0.066 -1.589 -0.6 -2.3 1.9
N -0.073 1.065 0.346 0.0 0.2 0.2
C 0.137 -1.046 -0.491 0.0 2.3 -2.5
C -0.164 -0.288 0.569 0.2 -0.5 -0.2
C 0.256 1.189 -0.903 -0.2 -0.4 0.6
H -0.079 -2.095 -0.727 0.6 0.9 -0.4
H -0.356 -0.211 2.440 -0.1 0.2 0.2
H 0.387 2.169 -1.383 0.1 -0.8 0.0
```
Forces are in eV/Å.

Record 2
Computed, not measured: C41H38FN4O4S5SbTi as an isolated structure at a distorted geometry, with wB97M-V/def2-TZVPD.

Output
relative energy (zero: lowest compared OMol25 entry of this formula, charge and spin): 204.4 kJ/mol
multiplicity: 2
highest occupied orbital energy (alpha / beta): -3.064 / -3.483 eV
Kohn-Sham gap (alpha / beta): 2.816 / 3.229 eV
charge: -1

```
95
Properties=species:S:1:pos:R:3:forces:R:3
Sb 2.454 0.603 -1.309 1.4 0.0 -0.4
Ti 0.072 0.396 0.620 2.1 -1.1 0.0
S -1.261 0.474 -2.292 -1.7 0.2 -2.0
S 0.625 -1.030 -1.195 1.0 0.1 0.5
S 1.797 2.221 0.312 0.1 -0.5 -0.2
S 4.181 -0.458 -0.216 0.0 0.0 0.0
S 3.028 1.284 -3.410 -0.3 0.0 0.1
F -1.305 5.494 -3.208 0.0 0.0 0.0
O -0.320 0.974 2.469 -0.2 0.1 0.3
O -0.260 1.524 -2.570 0.2 0.4 -0.1
O -1.971 1.159 3.958 0.1 0.1 -0.1
O -1.005 1.663 0.033 -2.0 1.4 -0.4
N -3.836 9.298 -3.992 -0.1 0.0 0.0
N 1.487 -0.751 1.758 0.3 -0.3 0.6
N -3.321 7.190 -2.224 0.3 -0.1 -0.2
N -3.215 4.605 1.902 0.5 -0.1 0.1
C -3.257 5.877 -0.164 0.1 0.0 -0.1
C -1.435 4.093 -1.315 0.1 0.0 -0.1
C -1.662 2.622 0.629 -0.6 0.8 0.7
C -4.563 7.991 -4.122 -0.1 -0.6 0.0
C -2.251 -2.822 2.446 0.1 0.0 0.1
C -1.839 5.213 -1.983 -0.1 -0.1 0.0
C 2.571 -4.295 1.664 -0.1 0.0 0.0
C -3.937 2.804 -4.404 0.0 0.0 0.1
C -0.300 -1.052 -5.922 -0.1 -0.1 0.0
C -3.463 9.566 -2.565 0.4 0.0 0.5
C -1.174 -2.186 1.820 -0.1 0.1 -0.2
C -2.727 -0.611 0.900 -0.1 -0.1 -0.1
C 1.391 -2.186 1.759 -0.1 -0.3 0.2
C -1.397 -1.012 1.073 -0.6 -0.6 0.3
C -2.761 2.303 -3.864 0.1 0.0 0.0
C -1.150 -0.632 -3.728 0.2 -0.2 0.2
C 1.364 -4.968 1.754 0.0 -0.1 0.0
C 0.188 -4.249 1.843 0.0 -0.1 0.0
C -5.155 2.220 -4.078 -0.1 0.0 0.0
C -2.799 6.079 -1.480 0.0 0.1 0.2
C 2.576 -2.913 1.676 0.0 0.0 0.0
C -5.199 1.136 -3.210 0.0 0.0 0.0
C -1.648 -1.923 -3.654 0.0 0.1 0.1
C -3.650 5.731 2.677 -0.3 0.1 -0.1
C -0.469 -0.192 -4.848 0.1 0.2 0.0
C 0.158 -2.850 1.847 0.2 0.0 0.0
C -3.800 -1.294 1.456 0.0 0.0 0.0
C -4.022 0.638 -2.669 0.0 0.0 0.0
C -2.793 6.965 2.728 0.0 0.1 -0.1
C -1.984 3.818 -0.042 0.3 -0.2 -0.2
C -1.468 -2.784 -4.725 -0.1 0.0 0.0
C -2.576 8.425 -2.088 -0.2 0.0 -0.1
C -2.806 1.212 -3.010 0.1 0.0 0.2
C -2.060 2.498 2.001 0.3 -0.1 -0.2
C -2.825 4.789 0.570 -0.2 0.1 0.0
C -3.552 -2.388 2.270 -0.1 0.0 0.0
C -2.912 6.086 3.933 0.0 -0.1 0.1
C -2.802 3.467 2.576 -0.1 -0.1 0.0
C -0.799 -2.346 -5.861 0.0 0.0 -0.1
C -3.630 6.904 -3.611 -0.2 0.2 0.1
C -1.452 1.435 2.889 -0.4 0.3 0.6
H -1.830 -3.803 -4.670 0.0 0.0 0.0
H -0.746 -4.796 1.862 0.0 0.1 0.0
H -2.958 10.529 -2.507 0.0 0.0 -0.1
H 1.331 -6.051 1.739 0.0 0.0 0.0
H -2.745 6.861 -4.266 0.0 0.0 0.1
H 3.511 -2.379 1.575 0.0 0.1 0.0
H 3.501 -4.839 1.571 0.0 0.0 0.0
H -1.860 6.946 2.181 0.0 -0.1 0.0
H -4.379 9.586 -1.976 -0.1 0.0 -0.1
H -1.629 8.429 -2.657 0.0 -0.1 0.0
H -2.140 -2.253 -2.746 0.0 -0.1 0.0
H -4.834 7.836 -5.166 0.1 0.1 0.0
H -6.147 0.673 -2.965 0.0 0.0 0.0
H 0.238 -0.721 -6.801 0.0 0.0 0.0
H -3.099 3.386 3.610 0.1 0.0 0.0
H -4.370 -2.900 2.763 0.0 0.0 0.0
H -2.331 8.567 -1.036 0.0 0.1 0.0
H -4.038 -0.200 -1.979 0.0 0.0 0.0
H -0.038 0.802 -4.843 0.1 0.0 0.0
H -0.649 -3.022 -6.694 0.0 0.0 0.0
H -6.074 2.606 -4.505 0.0 0.0 0.0
H -4.389 10.063 -4.375 0.1 0.0 0.0
H -2.056 5.477 4.187 0.0 0.0 0.0
H -4.727 5.885 2.672 0.0 0.1 0.1
H 1.265 -0.372 2.678 0.1 -0.1 0.0
H -3.902 3.637 -5.099 0.0 0.0 0.0
H -3.488 6.429 4.781 0.0 0.0 0.0
H 2.454 -0.487 1.506 -0.1 0.0 -0.1
H -5.459 8.037 -3.506 0.0 0.2 0.0
H -3.956 6.593 0.245 -0.1 0.0 0.1
H -4.124 5.934 -3.659 0.0 0.0 -0.1
H -4.813 -0.949 1.280 0.0 0.0 0.0
H -3.285 7.929 2.730 -0.1 0.0 0.0
H -0.681 3.428 -1.721 -0.1 -0.1 -0.1
H -2.949 0.266 0.298 0.0 0.0 0.0
H -2.070 -3.667 3.100 0.0 0.0 0.0
H -2.968 9.216 -4.529 -0.1 0.1 -0.1
H -1.795 2.734 -4.100 0.0 0.0 0.0
```
Forces are in eV/Å.

Record 3
Computed, not measured: one molecule with the formula C3H4O, with wB97M-V/def2-TZVPD.

Output
relative energy (zero: lowest compared OMol25 entry of this formula, charge and spin): 104.1 kJ/mol
highest occupied orbital energy: -8.915 eV
Kohn-Sham gap: 9.730 eV

```
8
Properties=species:S:1:pos:R:3:forces:R:3
O -1.663 1.155 0.139 0.0 0.2 -0.2
C -1.003 0.014 0.494 0.1 -0.2 0.3
C 1.450 -0.559 -0.101 -0.2 0.0 0.0
C 0.272 -0.208 0.330 -0.2 0.0 0.0
H 2.370 -0.379 0.455 -0.2 -0.2 -0.3
H -1.036 1.724 -0.331 -0.2 0.0 0.1
H 1.420 -1.060 -1.064 0.7 0.0 0.0
H -1.634 -0.715 0.988 -0.1 0.1 0.0
```
Forces are in eV/Å.

Record 4
Computed, not measured: a 2-piece molecular cluster, C2H7NOSi overall at a distorted geometry, with wB97M-V/def2-TZVPD.

Output
relative energy (zero: lowest compared OMol25 entry of this formula, charge and spin): 363.1 kJ/mol
highest occupied orbital energy: -9.954 eV
Kohn-Sham gap: 9.509 eV

```
12
Properties=species:S:1:pos:R:3:forces:R:3
Si 0.761 0.407 -2.018 0.5 -0.2 1.8
O 1.839 0.568 -0.942 0.2 0.2 -0.9
N -0.336 -1.725 0.168 -0.4 3.4 1.9
C -0.815 -0.571 0.706 1.5 -8.0 -1.8
C -0.258 0.588 1.224 1.1 3.8 3.4
H -0.500 0.078 -1.391 -0.7 0.3 -0.9
H 0.659 0.523 1.815 0.9 -0.2 -1.4
H 0.719 -1.755 0.054 -1.4 0.8 0.0
H -1.775 -0.696 1.125 -1.8 -0.4 -0.8
H 0.871 0.387 -3.450 0.2 0.1 -0.8
H -0.290 1.475 0.534 0.1 -0.7 0.9
H -0.876 0.721 2.175 0.0 0.9 -1.4
```
Forces are in eV/Å.